DFT (ωB97M-V/def2-TZVPD) results for a 2-piece molecular cluster, C2H2BrN3 overall in a non-equilibrium geometry.

Summary:
Largest force on an atom: 4.31 eV/Å
HOMO-LUMO gap (alpha / beta): 7.227 / 7.237 eV
LUMO energy (alpha / beta): -0.0483 / -0.0473 Ha

Structure (XYZ):
```
8
Properties=species:S:1:pos:R:3:mulliken_charge:R:1
C -3.30 -2.09 0.03 0.524
C -1.32 0.03 0.06 0.156
N -4.46 -2.31 -0.12 -0.459
N -2.09 -2.08 0.27 -0.463
N -0.04 0.19 0.07 -0.249
Br -2.46 1.47 0.10 -0.028
H 0.54 -0.65 0.06 0.275
H 0.43 1.09 0.09 0.242
```